Run i
DFT (wB97M-V/def2-TZVPD) results for a cluster of 2 separate species, CH6NO in total.

Last column: Löwdin charge in e.
Positions of all 9 atoms, in Å:
1 O -1.6950 -0.0714 0.8592  -0.337
2 H -1.3444 -0.6058 1.5707  -0.063
3 C 1.0118 0.4097 -1.0511  -0.353
4 N 0.7352 -0.2629 0.2296  -0.255
5 H 0.1236 0.7718 -1.5749  0.029
6 H 1.5059 -0.3642 -1.6826  0.038
7 H 1.6666 1.2612 -0.9545  0.010
8 H 1.0118 -1.2306 0.1791  -0.063
9 H -0.6751 0.1124 0.3351  -0.005

Properties
* HOMO-LUMO gap: 6.914 eV
* M: 48.07 g mol⁻¹
* E_HOMO: -1.89 eV
* charge: -1


Run ii
DFT (wB97M-V/def2-TZVPD) results for a cluster of 2 separate species, CH6NO in total.

Last column: Löwdin charge in e.
Positions of all 9 atoms, in Å:
1 O 2.5603 -0.8524 -0.3274  -0.663
2 H 2.1007 -0.5783 -1.1361  -0.216
3 C -1.1288 -0.2031 0.3108  -0.191
4 N -0.1424 0.8407 -0.0673  -0.074
5 H -1.7798 0.1812 1.0920  0.049
6 H -0.4733 -1.0259 0.5915  0.059
7 H -1.7061 -0.4387 -0.5890  0.043
8 H 0.7308 0.4382 -0.3597  -0.009
9 H -0.1613 1.6383 0.4851  0.002

Properties
* HOMO-LUMO gap: 6.742 eV
* M: 48.07 g mol⁻¹
* E_HOMO: -2.31 eV
* charge: -1


Name the most stable of them. run ii.


Run i
DFT (wB97M-V/def2-TZVPD) results for a structure of composition C2H5NS2.

Last column: Löwdin charge in e.
Positions of all 10 atoms, in Å:
1 C 0.0360 0.2832 0.6590  -0.385
2 C 0.8361 0.2828 -0.5660  -1.248
3 H -1.8814 -0.4469 1.7537  0.091
4 H -2.1308 -0.1793 0.1161  0.146
5 H 0.8625 0.2445 1.5367  0.176
6 H -0.2188 1.2273 0.9429  0.052
7 H 1.3069 -1.1352 -2.5820  -0.155
8 N -1.2687 -0.5261 0.8479  -0.083
9 S 0.6276 -1.1369 -1.4960  0.782
10 S 1.8307 1.3865 -1.2122  0.622

Properties
* HOMO-LUMO gap: 8.314 eV
* M: 107.20 g mol⁻¹
* E_HOMO: -8.57 eV
* charge: 0


Run ii
DFT (wB97M-V/def2-TZVPD) results for a cluster of 2 separate species, C2H5NS2 in total.

Last column: Löwdin charge in e.
Positions of all 10 atoms, in Å:
1 C 0.5517 -2.9233 -0.7098  -0.185
2 C -0.3256 2.0903 0.4187  -1.073
3 N 0.2297 -1.8412 -1.1978  0.112
4 S 0.0819 3.3185 1.5403  0.638
5 S -0.6214 0.3647 1.1382  0.457
6 H 1.2055 -3.6159 -1.4559  0.142
7 H 0.4792 -3.3024 0.2230  0.026
8 H 0.4255 2.0302 -0.2595  -0.026
9 H -1.1724 2.4738 -0.0722  -0.010
10 H -0.8742 3.1228 2.5876  -0.080

Properties
* HOMO-LUMO gap (alpha / beta): 4.794 / 4.847 eV
* M: 107.20 g mol⁻¹
* E_HOMO (alpha / beta): -8.08 / -8.12 eV
* charge: 0


Name the most stable of them. run i.


Run i
DFT (wB97M-V/def2-TZVPD) results for a cluster of 2 separate species, C4H7NS in total.

Last column: Löwdin charge in e.
Positions of all 13 atoms, in Å:
1 C -0.8500 1.6351 0.4221  0.030
2 C -0.3127 1.2706 1.4443  -0.233
3 C 0.2624 0.8262 2.7399  -0.133
4 C 0.4079 0.1496 -2.4446  -0.257
5 N 0.1793 -0.2672 -1.0672  -0.572
6 S 0.4976 -1.7607 -0.5434  0.634
7 H -1.5129 2.0222 -0.3571  0.042
8 H 1.2905 1.2288 2.9550  0.074
9 H -0.3230 1.2962 3.5582  0.076
10 H 0.4587 -0.3248 2.6469  0.096
11 H 0.6151 1.1852 -2.5195  0.039
12 H 1.1705 -0.3580 -3.1264  0.078
13 H -0.5342 -0.0652 -3.1542  0.125

Properties
* HOMO-LUMO gap (alpha / beta): 7.045 / 7.061 eV
* M: 101.17 g mol⁻¹
* E_HOMO (alpha / beta): -8.29 / -8.30 eV
* charge: 0


Run ii
DFT (wB97M-V/def2-TZVPD) results for a cluster of 2 separate species, C4H7NS in total.

Last column: Löwdin charge in e.
Positions of all 13 atoms, in Å:
1 C -0.5348 0.4806 0.7949  -0.048
2 C 1.5958 -0.5886 1.3201  -0.804
3 C 1.8791 -0.8964 -0.0673  -0.203
4 C -1.8643 0.9555 -1.0562  -0.187
5 N -0.6803 0.6992 -0.3944  -0.122
6 S 2.0674 -0.7547 2.7675  0.729
7 H -1.2271 0.2191 1.6541  0.083
8 H 2.8204 -1.4076 -0.0972  0.056
9 H 0.9501 -1.4944 -0.4280  0.113
10 H 1.8028 0.0927 -0.6761  0.109
11 H -1.8107 1.2905 -2.1993  0.115
12 H -2.4185 -0.0620 -1.1650  0.105
13 H -2.5798 1.4661 -0.4531  0.054

Properties
* HOMO-LUMO gap (alpha / beta): 7.354 / 7.122 eV
* M: 101.17 g mol⁻¹
* E_HOMO (alpha / beta): -7.00 / -6.86 eV
* charge: 0


Name the most stable of them. run i.


Run i
DFT (wB97M-V/def2-TZVPD) results for the molecule C4H7NS.

Last column: Löwdin charge in e.
Positions of all 13 atoms, in Å:
1 C 1.6412 -0.5670 -0.3072  -0.138
2 C 0.3427 -0.3807 0.4740  -0.552
3 C -0.4313 0.9136 0.1040  -0.188
4 C -1.8638 0.5091 -0.1137  -0.265
5 H 2.2448 -1.3520 0.1423  0.077
6 H 1.4568 -0.6851 -1.3724  0.079
7 H 2.1966 0.3030 -0.1613  0.049
8 H 0.5857 -0.3704 1.5537  0.104
9 H -0.0418 1.2409 -0.8912  0.126
10 H -0.3240 1.6628 0.8488  0.097
11 H -2.7091 1.2255 -0.1786  0.113
12 N -2.1945 -0.7430 -0.1540  -0.355
13 S -0.9034 -1.7568 0.0556  0.853

Properties
* HOMO-LUMO gap: 9.274 eV
* M: 101.17 g mol⁻¹
* E_HOMO: -8.28 eV
* charge: 0


Run ii
DFT (wB97M-V/def2-TZVPD) results for a cluster of 2 separate species, C4H7NS in total.

Last column: Löwdin charge in e.
Positions of all 13 atoms, in Å:
1 C 0.3952 2.0522 -1.9222  -0.248
2 C 0.2253 0.5007 0.2640  -0.653
3 C -0.5807 -1.5361 1.4406  -0.113
4 C 0.3133 -0.9647 0.3444  -0.305
5 N 0.7241 0.8895 -1.7586  0.048
6 S -0.5148 1.6570 0.9845  0.813
7 H 0.0821 2.8245 -1.2856  0.000
8 H 0.4372 2.3627 -2.9423  0.055
9 H -0.0273 -1.3523 2.3202  0.064
10 H -0.6810 -2.6327 1.3892  0.087
11 H -1.5382 -1.1748 1.3863  0.037
12 H -0.0888 -1.2147 -0.6551  0.117
13 H 1.2536 -1.4112 0.4346  0.098

Properties
* HOMO-LUMO gap (alpha / beta): 7.969 / 7.971 eV
* M: 101.17 g mol⁻¹
* E_HOMO (alpha / beta): -8.16 / -8.16 eV
* charge: 0


Name the most stable of them. run i.


Run i
DFT (wB97M-V/def2-TZVPD) results for the molecule C4H7NS.

Last column: Löwdin charge in e.
Positions of all 13 atoms, in Å:
1 C -2.1360 -0.5933 -0.0240  -0.082
2 C -0.9344 0.3503 -0.0245  -0.868
3 C 1.6199 -0.1691 0.0675  -0.166
4 C 2.3056 0.9559 -0.0679  0.015
5 H -2.0911 -1.3483 -0.8053  0.090
6 H -2.2449 -1.1226 0.8399  0.049
7 H -2.9718 0.0054 -0.1404  0.041
8 H -0.0180 -1.3545 0.1063  0.127
9 H 2.0891 -1.1070 0.0394  0.087
10 H 3.3723 0.8500 -0.0858  0.050
11 H 1.8080 1.9144 0.0457  0.017
12 N 0.1905 -0.3637 0.0282  -0.031
13 S -0.9892 1.9826 0.0208  0.669

Properties
* HOMO-LUMO gap: 8.970 eV
* M: 101.17 g mol⁻¹
* E_HOMO: -8.37 eV
* charge: 0


Run ii
DFT (wB97M-V/def2-TZVPD) results for the molecule C4H7NS.

Last column: Löwdin charge in e.
Positions of all 13 atoms, in Å:
1 C 2.4770 -1.1398 0.0064  -0.154
2 C 1.1976 1.0760 0.0771  -0.145
3 C -0.1842 0.9099 0.1267  -0.261
4 C -0.9069 -0.2344 0.2928  -0.615
5 H 2.6361 -1.7989 1.1294  0.158
6 H 3.4915 -1.3028 -0.5178  0.083
7 H 1.5212 -1.6088 -0.6504  0.126
8 H 2.9870 0.8815 -0.7829  0.221
9 H 1.4097 2.2048 0.0617  0.142
10 H -0.8255 1.7337 0.1142  0.060
11 H -0.3406 -1.2374 0.3188  0.056
12 N 2.2582 0.2698 -0.1091  -0.133
13 S -2.6367 -0.2769 -0.1205  0.463

Properties
* HOMO-LUMO gap: 7.213 eV
* M: 101.17 g mol⁻¹
* E_HOMO: -7.81 eV
* charge: 0


Name the most stable of them. run i.


Run i
DFT (wB97M-V/def2-TZVPD) results for the molecule C4H7NS.

Last column: Löwdin charge in e.
Positions of all 13 atoms, in Å:
1 C 1.8817 1.3294 -0.0406  -0.033
2 C 1.3793 -0.0791 -0.0454  -0.356
3 C 0.0799 -0.5575 -0.0042  -0.184
4 C -1.0009 0.3280 0.0831  -0.762
5 H 2.0941 1.7225 0.9827  0.106
6 H 1.1355 1.9950 -0.4676  0.073
7 H 2.8230 1.4564 -0.6044  0.088
8 H 3.3173 -0.7636 0.0341  0.101
9 H 2.0818 -2.0028 0.1433  0.107
10 H -0.1061 -1.6325 -0.1448  0.108
11 H -0.8403 1.3682 0.3355  0.037
12 N 2.3466 -1.0362 0.0223  0.109
13 S -2.5607 -0.0634 -0.0245  0.604

Properties
* HOMO-LUMO gap: 7.996 eV
* M: 101.17 g mol⁻¹
* E_HOMO: -7.80 eV
* charge: 0


Run ii
DFT (wB97M-V/def2-TZVPD) results for the molecule C4H7NS.

Last column: Löwdin charge in e.
Positions of all 13 atoms, in Å:
1 C 0.0735 0.4078 -1.3116  -0.153
2 C -0.5932 -0.7604 0.8941  -0.227
3 C 0.3171 0.5190 1.1818  -0.619
4 C 1.0133 0.6127 -0.1233  -0.553
5 H -0.4669 1.2506 -1.5727  0.070
6 H 0.3990 -0.1934 -2.1724  0.114
7 H -1.5105 -1.2492 -1.0639  0.194
8 H 0.0660 -1.6371 1.3886  0.145
9 H -1.6230 -0.5657 1.1307  0.087
10 H -0.6300 1.2259 1.2232  0.128
11 H 1.6847 -0.2300 -0.3466  0.090
12 N -0.5719 -0.7509 -0.5645  -0.148
13 S 1.8420 1.3707 1.3365  0.873

Properties
* HOMO-LUMO gap: 9.307 eV
* M: 101.17 g mol⁻¹
* E_HOMO: -8.53 eV
* charge: 0


Name the most stable of them. run i.